Density functional theory data (ωB97M-V/def2-TZVPD) for C11H15N3 in the gas phase.

Calculated total energy   -592.396673 a.u.
Lowest unoccupied orbital energy   0.9 eV
2S+1   1
Gap between HOMO and LUMO   8.74 eV
Charge   0
Max |F|   0.0414 hartree/bohr

```
29
Properties=species:S:1:pos:R:3:forces:R:3
C 1.83240 1.24213 -1.04016 -0.024 0.277 -0.274
N 1.50528 -0.00439 -0.41363 0.297 -1.043 -0.888
C 1.57442 0.03413 1.00691 -0.938 0.258 1.705
C 0.41384 0.88170 1.56777 -0.429 -0.397 -0.212
N 0.56356 2.06507 2.01167 -0.148 -0.291 -0.057
C -0.75011 2.48626 2.50337 -0.478 1.235 0.183
C -1.78574 1.44043 1.96183 -0.932 0.868 0.942
N -0.92076 0.36152 1.59500 1.737 -0.849 -0.896
C 0.61798 -0.91418 -1.03182 0.550 0.947 1.084
C 0.29571 -2.10834 -0.37625 -0.389 -1.302 -0.245
C -0.57502 -2.99002 -1.01523 -0.243 0.300 -0.220
C -1.20130 -2.67122 -2.24769 0.565 -0.971 0.392
C -0.90897 -1.44597 -2.85191 0.806 -0.462 0.588
C 0.02149 -0.59151 -2.25182 -0.305 -0.509 0.264
H 0.97039 1.90757 -1.10199 -0.094 0.359 0.199
H 2.17519 1.11360 -2.06020 0.222 -0.254 -0.178
H 2.63697 1.71154 -0.47003 -0.225 0.083 -0.090
H 2.50299 0.51429 1.37611 -0.441 -0.390 -0.390
H 1.47451 -0.97708 1.44746 0.349 0.667 -0.263
H -1.02156 3.54709 2.21609 0.478 -1.142 0.134
H -0.66504 2.50149 3.61659 -0.385 -0.191 -0.694
H -2.44708 1.81581 1.13754 0.731 -0.199 0.495
H -2.44089 1.14365 2.80580 0.110 0.100 -0.569
H -1.16521 -0.27370 0.82343 0.082 0.536 0.643
H 0.74347 -2.49622 0.56373 -0.265 0.771 -0.832
H -0.75161 -3.94756 -0.50609 -0.086 0.372 -0.498
H -1.73359 -3.50858 -2.74438 -0.004 1.063 0.257
H -1.28841 -1.16747 -3.81681 -0.313 -0.068 -0.235
H 0.32708 0.32994 -2.70528 -0.229 0.233 -0.345
```
Positions in Å, forces in eV/Å.